No. 1
ORCA calculation (ωB97M-V with the def2-TZVPD basis set) on the molecule C3H4N2OS at a distorted geometry.

As for the LUMO energy: 0.5 eV. As for the calculated total energy: -699.54999 hartree. As for the energy relative to the best compared isomer or geometry (same formula, charge and spin): 3.323 eV. Its HOMO-LUMO gap is 9.18 eV. The SMILES is [H]/N=c1\ccon1S.

Cartesian coordinates (Å):
S 0.158 2.401 -0.539
O -1.343 0.190 -0.857
N 1.468 0.310 1.266
N -0.447 0.866 0.090
C 0.496 -0.088 0.542
C 0.103 -1.325 -0.022
C -0.912 -1.069 -0.900
H -0.703 3.182 0.187
H -1.504 -1.725 -1.516
H 2.071 -0.427 1.668
H 0.615 -2.315 0.082

=====

No. 2
ORCA calculation (ωB97M-V with the def2-TZVPD basis set) on the molecule CH4N2 at a distorted geometry.

As for the LUMO energy: 0.9 eV. As for the calculated total energy: -149.93368 hartree. As for the energy relative to the best compared isomer or geometry (same formula, charge and spin): 2.979 eV. Its HOMO-LUMO gap is 11.28 eV. The SMILES is [H]/N=C\N.

Cartesian coordinates (Å):
N 0.753 -0.429 -0.026
N -1.615 -0.259 0.012
C -0.389 0.428 0.066
H 1.444 -0.180 0.838
H 1.171 0.121 -0.791
H -1.121 -1.264 -0.056
H -0.242 1.583 -0.043

=====

Among the records above, which one has the lowest LUMO energy? C3H4N2OS

=====

Which of these has the highest energy relative to the best compared isomer or geometry (same formula, charge and spin)? C3H4N2OS